(1)
Computed, not measured: a 2-piece molecular cluster, C5H14NOS overall, with ωB97M-V/def2-TZVPD.

Calculated values
- HOMO level (alpha / beta): -8.663 / -8.647 eV
- Molecular weight: 136.240 Da
- F_max: 5.3 eV Å⁻¹
- Relative energy (zero: lowest compared OMol25 entry of this formula, charge and spin): 61.7 kcal per mole
- Gap between HOMO and LUMO (alpha / beta): 0.350 / 0.241 Ha
- Spin multiplicity: 2

```
22
Properties=species:S:1:pos:R:3:mulliken_charge:R:1
O 0.773 3.293 0.267 -0.671
H 0.475 0.808 0.242 -0.842
H -1.832 0.103 0.369 0.439
H 0.476 2.321 0.058 0.066
H 0.895 -0.707 -0.557 0.627
H -2.450 -1.813 -1.444 0.320
H -1.558 -1.626 0.566 0.313
C 2.049 -1.919 1.247 -0.959
H -0.648 -1.715 -1.631 0.378
H 0.950 0.364 3.278 0.254
C -1.215 -0.711 0.080 -0.853
H 1.155 1.072 1.701 0.135
C 0.304 -0.368 0.208 0.546
H 2.443 0.254 2.740 0.328
H 2.195 -2.601 2.140 0.292
N 0.951 -0.950 1.516 -0.115
H 3.009 -1.293 1.302 0.314
S -1.640 0.449 -2.321 -0.110
H 2.043 -2.489 0.358 0.364
C -1.537 -1.083 -1.350 -0.608
H 0.075 3.584 0.787 0.287
C 1.426 0.224 2.228 -0.507
```

***

(2)
Computed, not measured: an isolated ion of composition C5H14NOS and charge +1, with ωB97M-V/def2-TZVPD.

Calculated values
- Structure (SMILES): CSCC[C@H]([NH3+])CO
- HOMO level: -12.106 eV
- Molecular weight: 136.240 Da
- F_max: 5.2 eV Å⁻¹
- Charge: +1
- Relative energy (zero: lowest compared OMol25 entry of this formula, charge and spin): 40.2 kcal per mole
- Gap between HOMO and LUMO: 0.314 Ha

```
22
Properties=species:S:1:pos:R:3:mulliken_charge:R:1
H -2.543 0.753 1.375 0.347
C 0.264 -1.388 -0.967 -0.640
H 1.305 -1.080 -3.755 0.354
H 2.270 0.440 -3.387 0.311
H 0.996 0.485 2.265 0.344
C -0.464 -1.037 0.238 -0.911
H -0.663 1.135 0.038 0.412
H -0.149 -2.420 -1.367 0.375
H 0.989 1.873 1.496 0.393
C -1.626 0.583 1.941 -0.684
O -1.172 1.821 2.609 -0.546
H -1.370 1.775 3.605 0.342
H 0.761 0.383 -4.234 0.333
N 0.835 0.815 1.336 -0.270
C 1.273 -0.091 -3.379 -0.956
C -0.435 0.431 0.842 -0.147
H -1.682 -0.351 2.551 0.394
H -1.547 -1.126 0.170 0.398
S 0.006 -0.036 -2.101 -0.019
H -0.078 -1.740 1.031 0.336
H 1.369 -1.639 -0.914 0.416
H 1.662 0.415 0.607 0.417
```

***

(3)
Computed, not measured: a 2-piece molecular cluster, C5H14NS overall, with ωB97M-V/def2-TZVPD.

Calculated values
- HOMO level: -11.306 eV
- Molecular weight: 120.241 Da
- F_max: 1.0 eV Å⁻¹
- Charge: +1
- Relative energy (zero: lowest compared OMol25 entry of this formula, charge and spin): 68.3 kcal per mole
- Gap between HOMO and LUMO: 0.280 Ha

```
21
Properties=species:S:1:pos:R:3:mulliken_charge:R:1
H 2.032 -2.638 -0.501 0.330
H 2.022 1.677 -1.271 0.461
S -2.873 -0.453 0.225 -0.085
C 1.091 1.575 -0.709 -1.563
H -2.658 1.435 -1.193 0.385
H 0.970 -0.549 2.036 0.422
H 0.266 -2.716 -0.482 0.302
H 0.468 1.138 1.888 0.349
N 1.066 -0.805 -0.599 -0.128
H -2.074 1.687 0.496 0.288
H 0.990 2.436 -0.059 0.349
C 1.171 0.390 1.532 -1.358
H -4.285 -0.562 0.210 0.174
H 2.164 0.736 1.823 0.352
C 1.099 0.312 0.064 1.264
H 1.014 -0.730 -1.611 0.279
C -2.166 0.997 -0.333 -0.924
H 1.148 -2.204 0.966 0.297
H 0.272 1.579 -1.427 0.434
H -2.846 -1.147 -0.941 0.173
C 1.130 -2.160 -0.117 -0.799
```

***

(4)
Computed, not measured: a 2-piece molecular cluster, C5H14NS overall, with ωB97M-V/def2-TZVPD.

Calculated values
- HOMO level: -13.129 eV
- Molecular weight: 120.241 Da
- F_max: 0.9 eV Å⁻¹
- Charge: +1
- Relative energy (zero: lowest compared OMol25 entry of this formula, charge and spin): 25.1 kcal per mole
- Gap between HOMO and LUMO: 0.357 Ha

```
21
Properties=species:S:1:pos:R:3:mulliken_charge:R:1
C -1.299 0.556 1.211 0.647
H -2.015 0.832 -0.753 0.304
H 2.125 -1.659 -1.103 0.435
H -1.517 2.348 0.224 0.250
S -0.088 -1.268 -2.047 -0.291
H -1.675 -1.500 1.727 0.393
C 1.522 -0.771 -1.296 -0.078
C -0.847 1.040 2.563 -1.183
H 1.626 1.208 -2.207 0.317
C 2.181 0.269 -2.177 -1.276
H 0.001 -2.577 -1.813 0.168
C -1.637 1.276 0.156 -0.900
H -1.511 0.630 3.323 0.341
H -1.572 -1.198 0.131 0.278
H -0.885 2.125 2.573 0.370
H 0.185 0.729 2.735 0.344
H -0.203 -1.162 1.065 0.327
H 3.197 0.520 -1.880 0.353
H 1.420 -0.360 -0.280 0.073
N -1.195 -0.913 1.043 -0.220
H 2.187 -0.125 -3.195 0.347
```

***

(5)
Computed, not measured: a 2-piece molecular cluster, C5H14NS overall, with ωB97M-V/def2-TZVPD.

Calculated values
- HOMO level: -13.862 eV
- Molecular weight: 120.241 Da
- F_max: 4.5 eV Å⁻¹
- Charge: +1
- Relative energy (zero: lowest compared OMol25 entry of this formula, charge and spin): 80.1 kcal per mole
- Gap between HOMO and LUMO: 0.330 Ha

```
21
Properties=species:S:1:pos:R:3:mulliken_charge:R:1
H 0.072 -0.520 -2.009 0.243
C -2.675 -0.096 -0.394 -0.818
C 0.319 0.546 0.650 -0.152
H -2.825 -0.765 -1.273 0.285
H -1.301 -1.534 0.435 0.265
H 3.276 -0.805 0.536 0.359
H 1.497 0.670 -1.612 0.602
C 2.428 -0.011 0.727 -1.248
H 2.178 0.089 1.836 0.409
S -0.296 1.881 -0.158 -0.062
H -2.427 0.906 -0.526 0.261
C 1.142 -0.480 0.032 0.368
N -1.847 -0.697 0.675 -0.381
H -2.246 -0.754 1.570 0.226
H 2.792 0.963 0.149 0.290
H 0.140 0.721 1.763 0.290
H -0.542 2.742 0.878 0.255
H -3.684 -0.142 -0.101 0.409
H 0.993 -1.467 0.189 0.576
H 1.907 -0.972 -1.886 0.385
C 1.099 -0.274 -1.481 -1.564
```

***

(6)
Computed, not measured: an isolated ion of composition C5H14NSi and charge +1, with ωB97M-V/def2-TZVPD.

Calculated values
- HOMO level: -14.208 eV
- Molecular weight: 116.260 Da
- F_max: 4.7 eV Å⁻¹
- Charge: +1
- Relative energy (zero: lowest compared OMol25 entry of this formula, charge and spin): 90.8 kcal per mole
- Gap between HOMO and LUMO: 0.311 Ha

```
21
Properties=species:S:1:pos:R:3:mulliken_charge:R:1
C 0.640 0.992 -0.504 0.305
H -1.955 -2.428 -1.325 0.366
H 1.064 0.827 -1.567 0.292
C -1.960 -1.346 -1.161 -0.980
C 1.847 0.661 0.279 -1.001
H -2.918 -1.138 -0.542 0.303
H 3.155 -0.208 -0.826 0.282
H -0.255 -0.475 2.488 0.350
H -2.035 -0.963 -2.154 0.365
H -0.666 2.740 -0.577 0.420
Si -0.612 -0.681 -0.024 0.687
H 0.357 2.691 0.680 0.339
H 2.521 -1.313 0.267 0.248
N 2.305 -0.573 -0.477 -0.557
H 2.575 1.370 0.142 0.529
H 1.586 0.593 1.324 0.309
C 0.302 2.489 -0.410 -1.354
C -1.068 -0.746 1.846 -1.016
H -1.540 -1.799 2.190 0.330
H 0.996 2.998 -1.009 0.391
H -1.951 -0.159 2.037 0.391
```

***

(7)
Computed, not measured: C5H14NaSi as an isolated structure, with ωB97M-V/def2-TZVPD.

Calculated values
- HOMO level: -14.503 eV
- Molecular weight: 125.243 Da
- F_max: 0.3 eV Å⁻¹
- Charge: +1
- Gap between HOMO and LUMO: 0.354 Ha

```
21
Properties=species:S:1:pos:R:3:mulliken_charge:R:1
H 2.257 0.174 1.790 0.416
H -1.225 -1.243 1.189 0.375
H -0.385 -0.107 -1.536 0.180
Na -1.928 -0.601 -2.770 0.927
C -1.452 -0.742 0.244 -0.844
H 2.005 -1.406 1.046 0.353
H 0.485 1.167 0.394 0.075
C 0.951 0.228 0.068 0.760
H 0.751 -0.682 2.056 0.379
H 0.251 -1.600 -0.829 0.405
H 2.133 -0.244 -1.713 0.321
Si -2.305 0.907 0.601 0.478
H -2.228 1.665 -0.683 -0.155
H -3.729 0.651 0.886 -0.145
H -1.661 1.663 1.683 -0.049
H 1.850 1.485 -1.482 0.358
H -2.183 -1.416 -0.229 0.479
H 3.018 0.634 -0.485 0.390
C 2.040 0.545 -0.960 -1.489
C -0.161 -0.615 -0.576 -0.643
C 1.515 -0.463 1.306 -1.571
```

***

(8)
Computed, not measured: a 2-piece molecular cluster, C5H14O overall, with ωB97M-V/def2-TZVPD.

Calculated values
- Structure (SMILES): CCC.CCO
- HOMO level: -10.149 eV
- Molecular weight: 90.166 Da
- F_max: 4.8 eV Å⁻¹
- Relative energy (zero: lowest compared OMol25 entry of this formula, charge and spin): 59.4 kcal per mole
- Gap between HOMO and LUMO: 0.403 Ha

```
20
Properties=species:S:1:pos:R:3:mulliken_charge:R:1
H 3.359 -1.128 0.105 0.377
C -1.699 1.289 0.652 -1.093
H 2.654 0.295 1.778 0.264
H -2.681 1.828 0.200 0.317
H -1.612 -0.739 -0.108 0.306
H 2.175 -0.266 -0.689 0.246
C 2.359 -1.067 0.147 -0.376
H 2.060 -1.383 2.382 0.283
C -1.272 0.288 -0.429 0.581
C 1.988 -0.597 1.510 -0.626
H -1.985 1.851 -1.990 0.272
H -2.258 0.772 1.443 0.272
H -2.840 0.244 -2.021 0.313
H -0.996 1.981 1.175 0.277
H -1.282 0.439 -2.620 0.451
C -1.838 0.651 -1.811 -1.353
H -0.154 0.253 -0.476 -0.349
H 1.304 -2.215 -0.749 0.327
H 0.892 -0.223 1.477 0.018
O 1.827 -2.275 0.023 -0.507
```

***

(9)
Computed, not measured: a 2-piece molecular cluster, C5H14O overall, with ωB97M-V/def2-TZVPD.

Calculated values
- Structure (SMILES): CCC(C)C.O
- HOMO level: -10.719 eV
- Molecular weight: 90.166 Da
- F_max: 2.4 eV Å⁻¹
- Relative energy (zero: lowest compared OMol25 entry of this formula, charge and spin): 17.7 kcal per mole
- Gap between HOMO and LUMO: 0.426 Ha

```
20
Properties=species:S:1:pos:R:3:mulliken_charge:R:1
C 0.659 0.088 0.278 0.432
O -1.462 0.034 -3.906 -0.626
H -1.748 -0.451 -3.098 0.324
H -0.702 -1.488 -0.235 0.261
C -0.474 -0.467 -0.584 -1.287
H 2.835 -0.733 0.670 0.377
H -0.004 -0.533 -1.580 0.327
C 0.258 0.084 1.770 -0.474
H -2.189 -0.111 -4.552 0.317
H -0.421 2.163 1.554 0.315
H 1.090 0.563 2.322 0.275
C 2.002 -0.807 -0.049 -1.329
H 0.030 -0.876 2.273 0.325
C -0.736 1.231 2.053 -1.179
H -1.420 0.092 -0.678 0.466
H -0.809 1.421 3.137 0.358
H -1.734 0.951 1.677 0.276
H 0.773 1.178 0.108 0.182
H 1.694 -1.864 -0.123 0.294
H 2.359 -0.475 -1.038 0.365
```

***

(10)
Computed, not measured: a 2-piece molecular cluster, C5H14O overall, with ωB97M-V/def2-TZVPD.

Calculated values
- Structure (SMILES): CC(C)O.CC
- HOMO level: -10.264 eV
- Molecular weight: 90.166 Da
- F_max: 1.9 eV Å⁻¹
- Relative energy (zero: lowest compared OMol25 entry of this formula, charge and spin): 15.8 kcal per mole
- Gap between HOMO and LUMO: 0.413 Ha

```
20
Properties=species:S:1:pos:R:3:mulliken_charge:R:1
C -1.157 0.157 -1.982 -0.717
H 2.145 0.769 2.301 0.338
C -1.385 1.360 -2.893 -0.886
H -0.775 2.236 -2.663 0.289
H -0.706 1.033 1.407 0.331
H -1.412 0.156 -0.927 0.221
H -1.159 1.107 -3.927 0.279
C -0.315 0.113 1.846 -1.308
C 0.962 -0.308 1.137 0.826
C 1.503 -1.620 1.650 -1.311
H -2.424 1.679 -2.797 0.266
H 0.784 -2.440 1.542 0.333
H 1.863 -1.671 2.677 0.337
O 1.935 0.748 1.366 -0.577
H -0.120 0.339 2.895 0.381
H 0.907 -0.257 0.054 -0.052
H -0.127 -0.213 -2.012 0.239
H -1.144 -0.600 1.800 0.345
H -1.706 -0.650 -2.483 0.303
H 2.331 -1.939 1.010 0.362
```

***

(11)
Computed, not measured: a 2-piece molecular cluster, C5H14O overall, with ωB97M-V/def2-TZVPD.

Calculated values
- Structure (SMILES): CCC.CCO
- HOMO level: -10.266 eV
- Molecular weight: 90.166 Da
- F_max: 2.6 eV Å⁻¹
- Relative energy (zero: lowest compared OMol25 entry of this formula, charge and spin): 31.7 kcal per mole
- Gap between HOMO and LUMO: 0.411 Ha

```
20
Properties=species:S:1:pos:R:3:mulliken_charge:R:1
H -1.109 2.400 -1.991 0.346
H 0.452 2.520 -0.280 0.276
C -0.327 1.653 -2.063 -1.160
H -1.646 -1.219 0.550 0.219
H 1.240 0.478 0.381 0.181
C 1.540 0.593 -0.636 -0.931
H 1.396 2.632 -1.697 0.314
C -1.233 -1.367 1.586 -0.182
C -0.352 -2.577 1.638 -1.017
H 0.043 1.818 -3.090 0.312
H 0.363 -2.388 2.461 0.256
H -2.080 -1.444 2.253 0.344
H -0.875 0.698 -1.994 0.279
H -0.932 -3.493 1.824 0.342
O -0.449 -0.176 1.805 -0.538
H 0.201 -2.875 0.735 0.267
H -1.073 0.519 1.535 0.294
C 0.871 1.907 -1.100 -0.248
H 2.632 0.566 -0.580 0.353
H 1.338 -0.244 -1.338 0.294
```